# 1
Here is a 9-piece molecular cluster, C30H52F8NO13S overall from the Open Molecules 2025 dataset. Energies are from wB97M-V/def2-TZVPD.

Last column: Mulliken charge in e.
Atoms and positions in Å:
O  2.4739  2.5577  -0.7269  -0.531
C  3.3646  1.7154  -1.0630  0.437
O  4.2674  1.2678  -0.0914  -0.857
C  3.5617  1.0983  -2.5285  0.713
C  5.0084  1.5537  -3.1211  -0.784
O  4.9386  2.7089  -4.0070  -0.274
C  4.6476  3.9054  -3.3209  0.759
F  5.1655  4.9663  -4.1468  -0.306
F  3.2794  4.1821  -3.1557  -0.160
F  5.2818  4.0475  -2.0718  -0.238
N  2.4422  1.3738  -3.4848  -0.213
S  1.0024  0.5384  -3.0953  1.033
O  0.6578  -0.3237  -4.3062  -0.690
O  1.0931  -0.3892  -1.9225  -0.587
C  -0.3686  1.7987  -2.9834  0.514
F  -0.2218  2.7462  -1.9506  -0.175
F  -0.4363  2.5193  -4.2271  -0.280
C  -1.8418  1.1423  -2.7852  0.454
F  -1.9041  0.4493  -1.5560  -0.148
F  -2.1946  0.3663  -3.9004  -0.188
F  -2.7434  2.2521  -2.6711  -0.249
H  3.6662  -0.0432  -2.3760  0.050
H  5.8066  1.6271  -2.3043  0.314
H  5.3339  0.6657  -3.7890  0.249
H  2.8055  1.1348  -4.4198  0.215
C  6.1728  1.9487  -7.8996  -1.142
C  4.6804  1.7577  -7.9582  0.916
O  4.1154  0.9697  -7.2251  -0.549
C  3.9148  2.5810  -8.9600  -1.146
H  6.5916  1.2923  -7.1339  0.252
H  6.6187  1.6920  -8.8633  0.395
H  6.4050  2.9835  -7.6387  0.318
H  4.2602  2.3524  -9.9707  0.336
H  4.0470  3.6438  -8.7461  0.324
H  2.8521  2.3394  -8.8900  0.299
C  1.4058  5.0123  0.1357  -0.490
C  0.7881  6.1757  0.8619  0.731
O  1.3437  7.2609  0.9163  -0.607
C  -0.5475  5.9490  1.5217  -1.062
H  2.3635  5.3170  -0.2901  0.165
H  1.5792  4.1894  0.8311  0.373
H  0.7497  4.6898  -0.6749  0.044
H  -0.4599  5.1671  2.2789  0.249
H  -1.2896  5.6675  0.7717  0.302
H  -0.8731  6.8723  2.0074  0.316
C  -3.3140  -0.3727  1.2848  -0.698
C  -3.9092  0.7927  2.0274  0.711
O  -3.3345  1.8655  2.0894  -0.590
C  -5.2443  0.5819  2.6920  -1.061
H  -2.3530  -0.0769  0.8577  0.300
H  -3.1506  -1.2047  1.9702  0.196
H  -3.9774  -0.6739  0.4759  0.306
H  -5.1658  -0.2094  3.4408  0.252
H  -5.9951  0.3214  1.9428  0.346
H  -5.5509  1.5052  3.1892  0.339
C  -1.8220  0.8526  4.9269  -0.817
C  -2.5242  1.1146  6.2319  0.805
O  -3.5657  0.5471  6.5164  -0.602
C  -1.8907  2.1044  7.1722  -0.957
H  -2.3907  0.1194  4.3511  0.019
H  -1.7557  1.7763  4.3485  0.275
H  -0.8240  0.4510  5.1162  0.424
H  -1.8274  3.0838  6.6931  0.374
H  -0.8971  1.7593  7.4606  0.239
H  -2.5045  2.1934  8.0714  0.251
C  -4.7289  -4.8346  0.2513  -0.940
C  -5.3224  -3.6681  0.9931  0.640
O  -4.7459  -2.5959  1.0536  -0.436
C  -6.6576  -3.8764  1.6583  -1.086
H  -3.7677  -4.5396  -0.1761  0.297
H  -4.5657  -5.6680  0.9381  0.331
H  -5.3943  -5.1371  -0.5602  0.267
H  -6.5802  -4.6672  2.4076  0.336
H  -7.4091  -4.1367  0.9098  0.320
H  -6.9629  -2.9523  2.1546  0.263
C  1.4923  2.2104  11.4369  -1.130
C  0.6165  1.5543  10.4023  0.792
O  0.2664  2.1498  9.4014  -0.497
C  0.1909  0.1321  10.6552  -1.011
H  1.7198  3.2314  11.1232  0.297
H  0.9713  2.2466  12.3961  0.324
H  2.4289  1.6575  11.5356  0.320
H  -0.3879  0.0761  11.5797  0.315
H  1.0698  -0.5131  10.7193  0.322
H  -0.4355  -0.2106  9.8288  0.240
C  -5.1866  -8.7510  -3.1156  -1.113
C  -5.3134  -7.2688  -2.8836  0.770
O  -5.5092  -6.8176  -1.7698  -0.525
C  -5.1887  -6.3664  -4.0821  -1.049
H  -5.2973  -9.2769  -2.1648  0.286
H  -5.9710  -9.0891  -3.7961  0.328
H  -4.2022  -8.9796  -3.5295  0.331
H  -5.9732  -6.5987  -4.8055  0.323
H  -4.2044  -6.4891  -4.5389  0.327
H  -5.3006  -5.3271  -3.7660  0.267
C  6.3606  -2.7334  -2.2384  -1.049
C  4.8683  -2.9283  -2.1886  0.836
O  4.1049  -2.0453  -2.5248  -0.505
C  4.3585  -4.2601  -1.7056  -1.215
H  6.5821  -1.7287  -2.6048  0.165
H  6.7832  -2.8417  -1.2372  0.343
H  6.8082  -3.4612  -2.9192  0.353
H  4.6922  -4.4362  -0.6807  0.346
H  4.7168  -5.0559  -2.3626  0.340
H  3.2665  -4.2569  -1.7226  0.287

The HOMO energy comes out at -4.4 eV. The LUMO energy comes out at 1.807 eV. As for the electronic energy: -92633.6939 eV. Its largest force on an atom is 7.2 eV Å⁻¹. The HOMO-LUMO gap comes out at 0.2299 Ha. Its total charge is -1.

***

# 2
Here is C29H25BrCrI2N2O3 as an isolated structure from the Open Molecules 2025 dataset. Energies are from wB97M-V/def2-TZVPD.

Last column: Mulliken charge in e.
Atoms and positions in Å:
Cr  0.8331  -0.2041  -0.4007  -0.619
Br  -7.3858  -2.4212  0.9965  -0.291
C  -5.5567  -1.8889  1.1370  -0.002
C  -4.6222  -2.3788  0.2342  -0.690
C  -3.3063  -1.9791  0.3271  -0.056
C  -2.8844  -1.0564  1.3029  0.350
C  -3.8495  -0.6114  2.2233  -0.617
C  -5.1722  -1.0204  2.1393  -0.904
N  -1.5687  -0.5846  1.3204  1.016
C  -1.3857  0.7322  1.8059  -0.569
C  -0.2513  1.4878  1.7689  0.523
C  -0.2566  2.7740  2.4440  -1.430
C  0.8842  3.4751  2.6122  -0.050
C  2.1092  2.9678  2.0868  -1.227
C  2.0388  1.8287  1.3392  -0.192
N  0.9123  1.1178  1.1178  0.874
H  -4.9229  -3.0514  -0.5578  0.431
H  -2.5884  -2.3425  -0.3937  0.477
H  -3.5646  0.0398  3.0361  0.529
H  -5.8960  -0.6630  2.8606  0.421
H  -2.2702  1.2059  2.1930  0.184
H  -1.1997  3.1291  2.8448  0.302
H  0.8649  4.4224  3.1421  0.375
H  3.0480  3.4903  2.1986  0.344
H  2.9183  1.4538  0.8320  0.342
C  -5.6640  1.3696  -0.9119  -0.572
O  -5.4414  0.5069  -2.0109  -0.494
C  -4.1508  0.1107  -2.2178  0.960
C  -4.0051  -0.9840  -3.1039  -1.028
C  -2.7561  -1.5083  -3.2816  -0.899
C  -1.6161  -1.0107  -2.6147  0.066
C  -0.3500  -1.6870  -2.7432  1.237
C  -0.1522  -2.7322  -3.8202  -1.944
O  0.6239  -1.4892  -2.0015  -0.334
C  -1.7531  0.1424  -1.7709  0.870
O  -0.7945  0.7084  -1.1706  -0.696
C  -3.0693  0.6837  -1.6116  -0.341
H  -6.7437  1.4722  -0.8221  0.248
H  -5.2165  2.3543  -1.0756  0.309
H  -5.2557  0.9386  0.0069  0.112
H  -4.8818  -1.4025  -3.5787  0.413
H  -2.6485  -2.3644  -3.9367  0.318
H  -0.4372  -2.3400  -4.7974  0.467
H  -0.7587  -3.6161  -3.6141  0.348
H  0.8976  -3.0128  -3.8249  0.423
H  -3.1505  1.5082  -0.9180  0.291
I  2.8620  -1.7443  2.2728  -0.244
C  2.6115  -1.1743  0.1844  -1.248
I  2.5016  1.3285  -2.3192  -0.572
H  2.7901  -2.1134  -0.3426  0.431
H  3.4863  -0.5473  0.0150  0.642
C  -0.5065  -1.3086  0.7630  -0.167
C  -0.4825  -2.7045  1.0576  0.576
C  0.2895  -3.6051  0.2758  -0.228
C  0.3339  -4.9563  0.5478  -0.887
C  -0.3698  -5.5028  1.6213  -0.606
C  -1.1092  -4.6393  2.4279  -0.747
C  -1.1680  -3.2870  2.1613  -0.053
H  0.8568  -3.2107  -0.5538  0.335
H  0.9408  -5.5994  -0.0819  0.372
H  -0.3279  -6.5647  1.8335  0.343
H  -1.6405  -5.0296  3.2904  0.371
H  -1.7203  -2.6459  2.8360  0.402

The HOMO energy (alpha / beta) comes out at 0.1 / -0.7 eV. Its expectation value of S² is 6.06. The LUMO energy (alpha / beta) comes out at 3.804 / 3.800 eV. As for the spin multiplicity: 5. As for the electronic energy: -154268.6428 eV. Its largest force on an atom is 0.2 eV Å⁻¹. The HOMO-LUMO gap (alpha / beta) comes out at 0.1363 / 0.1636 Ha. Its total charge is -2.

***

# 3
Here is C18H24CrF3N3OSSe as an isolated structure from the Open Molecules 2025 dataset. Energies are from wB97M-V/def2-TZVPD.

Last column: Mulliken charge in e.
Atoms and positions in Å:
Cr  0.1342  0.7118  -0.7396  0.855
F  6.6368  -2.0683  -0.8862  -0.243
C  6.2746  -1.0033  -1.6198  0.721
F  7.0716  0.0155  -1.2586  -0.253
F  6.5328  -1.2861  -2.9014  -0.274
C  4.8240  -0.6614  -1.3928  0.382
C  4.4306  -0.1819  -0.1524  -1.017
C  3.0993  0.1270  0.0366  -0.416
N  2.1794  -0.0261  -0.9192  0.437
C  2.5646  -0.5023  -2.1004  -0.375
C  3.8810  -0.8309  -2.3866  -0.742
H  5.1442  -0.0426  0.6475  0.425
H  2.7490  0.5180  0.9826  0.541
H  1.7865  -0.6359  -2.8420  0.483
H  4.1510  -1.2062  -3.3624  0.487
Se  -1.9738  2.0660  -0.9393  -0.386
C  -3.4982  0.9063  -0.9840  0.238
C  -3.4828  -0.2821  -1.7082  -0.300
C  -4.6242  -1.0667  -1.7883  -0.515
C  -5.7929  -0.6803  -1.1463  -0.500
C  -5.8108  0.5023  -0.4200  -0.505
C  -4.6716  1.2915  -0.3412  -0.444
H  -2.5654  -0.6005  -2.1862  0.325
H  -4.5969  -1.9897  -2.3547  0.396
H  -6.6815  -1.2951  -1.2111  0.376
H  -6.7159  0.8168  0.0852  0.358
H  -4.6924  2.2179  0.2194  0.344
C  -0.6192  3.2065  3.0563  -1.192
N  -0.2836  3.0713  1.6547  0.173
C  0.9131  3.2997  1.1425  0.827
N  1.8688  3.7848  1.9602  -0.433
S  1.2966  3.0097  -0.5013  -0.466
H  -1.6092  2.7852  3.2082  0.329
H  -0.6443  4.2542  3.3677  0.385
H  0.0859  2.6596  3.6866  0.400
H  -0.9969  2.7114  1.0039  -0.302
H  1.6434  4.1726  2.8604  0.179
H  2.7465  4.0316  1.5380  0.233
C  -2.2002  -2.0884  0.6620  -1.496
C  -0.7123  -1.9835  0.3210  2.068
C  -0.1944  -3.3326  -0.1788  -1.765
C  0.0601  -1.5885  1.5878  -1.779
O  -0.5465  -1.0418  -0.6941  -0.708
H  -2.3727  -2.7671  1.5010  0.465
H  -2.7599  -2.4521  -0.2022  0.283
H  -2.5914  -1.1002  0.9167  0.246
H  -0.3048  -4.1162  0.5753  0.366
H  0.8623  -3.2479  -0.4435  0.347
H  -0.7479  -3.6264  -1.0715  0.390
H  -0.1710  -2.2515  2.4246  0.463
H  -0.2112  -0.5674  1.8831  0.278
H  1.1355  -1.6365  1.4110  0.313

The HOMO energy (alpha / beta) comes out at -7.0 / -7.2 eV. Its expectation value of S² is 6.02. The LUMO energy (alpha / beta) comes out at -0.346 / -0.425 eV. The energy above the lowest of the compared OMol25 structures with the same formula, charge and spin is 2.43 kcal per mole. As for the spin multiplicity: 5. As for the electronic energy: -138331.1264 eV. Its largest force on an atom is 0.4 eV Å⁻¹. The HOMO-LUMO gap (alpha / beta) comes out at 0.2449 / 0.2494 Ha. Its total charge is 0.